ORCA calculation (ωB97M-V with the def2-TZVPD basis set) on C28H54Cl5MgN3O9S3 as an isolated structure in a non-equilibrium geometry.

As for the HOMO energy: -0.2497 Eh. For the lowest unoccupied orbital energy, the calculation gives -5.2899 eV. The net charge is 0.

Positions of all 103 atoms, in Å:
1 C -4.5150 -5.7450 1.5281
2 C -3.6485 -4.9460 0.8430
3 C -3.4543 -3.5073 1.2324
4 O -2.1217 -3.0358 1.3182
5 C -1.2813 -3.4389 0.2270
6 C -0.5258 -2.1916 -0.2634
7 C 0.6887 -1.7676 0.5449
8 C 1.4383 -0.7727 -0.3548
9 S 2.7385 0.0599 0.4953
10 C 3.1820 1.4359 -0.5900
11 S 1.9812 2.4540 -0.8616
12 N 4.4751 1.5167 -1.1212
13 C 4.9959 2.8936 -1.0481
14 C 4.8390 3.5292 0.3535
15 C 4.3643 1.0344 -2.5249
16 C 5.5593 1.4035 -3.3886
17 C -0.3541 -4.5369 0.7247
18 C 0.7337 -4.9576 -0.2941
19 C 0.2425 -4.9691 -1.7292
20 O -0.8508 -5.4259 -2.0578
21 O 1.1285 -4.4609 -2.6626
22 C -4.3444 -2.5143 0.4262
23 N -3.5845 -1.7948 -0.5745
24 C -5.0055 -1.4491 1.3542
25 C -4.1839 -0.9658 2.5737
26 C -2.8127 -0.3200 2.3392
27 C -2.8984 1.2142 2.4761
28 S -1.2228 1.8224 2.5511
29 O -1.1485 3.2517 2.5101
30 O -0.4724 1.1307 1.5361
31 O -0.7344 1.2281 3.9574
32 N -5.4412 -3.2905 -0.2253
33 C -6.4197 -2.4521 -0.9329
34 C -7.0518 -3.1777 -2.1298
35 C -6.2439 -3.0578 -3.4140
36 C -5.9508 -1.6158 -3.8386
37 H -4.3693 -5.9068 2.5895
38 H -5.2959 -6.2390 0.9621
39 H -3.0798 -5.4027 0.0366
40 H -3.8504 -3.4877 2.2538
41 H -1.8289 -3.7499 -0.6577
42 H -0.1948 -2.4641 -1.2726
43 H -1.2037 -1.3583 -0.3918
44 H 0.3298 -1.2588 1.4360
45 H 1.3998 -2.5558 0.7672
46 H 1.8704 -1.3063 -1.2025
47 H 0.6856 -0.0100 -0.8157
48 H 6.0534 2.9247 -1.2726
49 H 4.4682 3.5287 -1.7646
50 H 5.7901 3.9702 0.6369
51 H 4.5866 2.8025 1.1201
52 H 4.1160 4.3327 0.2757
53 H 4.3073 -0.0541 -2.4890
54 H 3.4496 1.3657 -3.0219
55 H 5.6956 0.7075 -4.2109
56 H 6.4970 1.4267 -2.8397
57 H 5.4508 2.3895 -3.8352
58 H 0.1490 -4.1499 1.6034
59 H -0.8953 -5.4165 1.0458
60 H 1.6559 -4.3910 -0.2107
61 H 1.0370 -6.0253 -0.0611
62 H 1.9742 -4.8955 -2.5058
63 H -3.5317 -2.3249 -1.4356
64 H -4.0031 -0.8979 -0.7601
65 H -5.9048 -1.8974 1.7782
66 H -5.3468 -0.5751 0.8007
67 H -4.1167 -1.7757 3.2934
68 H -4.8074 -0.2129 3.0623
69 H -2.3094 -0.6323 1.4356
70 H -2.1830 -0.6498 3.1649
71 H -3.4206 1.4587 3.3944
72 H -3.4099 1.5928 1.5972
73 H 0.1922 1.4867 4.0600
74 H -5.9630 -3.7001 0.5395
75 H -6.0472 -1.4835 -1.2517
76 H -7.2487 -2.2395 -0.2486
77 H -7.1227 -4.2240 -1.8373
78 H -8.0529 -2.7694 -2.2621
79 H -6.8161 -3.5201 -4.2204
80 H -5.3107 -3.6166 -3.3771
81 H -5.6374 -1.5908 -4.8783
82 H -6.7856 -0.9296 -3.6367
83 H -5.1024 -1.2373 -3.2652
84 Mg -8.4695 0.3026 -3.9641
85 C 3.5774 6.7869 3.6780
86 O 4.5787 7.7978 3.8059
87 C 5.5464 7.7278 2.8953
88 O 5.6309 6.9113 2.0158
89 O 6.4049 8.7181 3.1259
90 C 7.5046 8.7645 2.2154
91 H 2.8557 6.9550 4.4715
92 H 3.0721 6.8650 2.7173
93 H 4.0131 5.7967 3.7985
94 H 7.1542 8.9201 1.1968
95 H 8.0950 7.8525 2.2784
96 H 8.1225 9.6074 2.5097
97 C 8.6658 5.0675 -2.4223
98 Cl 8.8112 3.6667 -3.4861
99 Cl 6.9817 5.5724 -2.2850
100 Cl 9.3386 4.7132 -0.8310
101 H 9.2296 5.8818 -2.8558
102 Cl 1.2759 -6.4363 1.8852
103 Cl -0.3597 0.9101 -1.8571

Forces on the atoms, in the same order (eV/Å):
C 0.51 0.63 -0.41
C 0.08 -0.33 0.09
C 0.97 -0.81 1.42
O -0.17 -0.33 -0.26
C 0.47 1.07 0.19
C 0.37 -1.31 -0.39
C -0.18 1.33 -0.56
C 1.31 -1.48 1.22
S -0.81 0.48 -0.44
C 0.18 0.10 -0.45
S -0.18 0.00 0.62
N -0.34 0.24 -0.05
C -0.32 0.62 0.72
C 0.42 -0.03 -0.72
C 0.75 -1.04 -0.41
C 0.35 0.38 -0.07
C 0.16 0.44 -0.84
C -0.49 -0.46 -0.80
C -1.80 -1.16 0.02
O 2.25 1.39 0.32
O -0.60 -0.53 -0.12
C -1.23 0.54 -0.68
N 0.16 -0.25 0.07
C 0.88 -0.19 1.00
C -0.52 0.28 -0.50
C -0.03 -0.01 1.06
C 0.48 -1.26 0.11
S 0.08 0.03 -1.64
O -0.16 -0.07 0.73
O 0.13 -0.06 0.13
O -0.58 0.43 -0.04
N 0.40 0.71 -0.23
C -1.04 -0.35 0.19
C 0.82 0.15 0.46
C -0.51 0.15 -0.59
C 0.73 -0.42 0.58
H -1.27 1.14 0.46
H 0.84 -1.58 0.04
H -1.05 0.70 -1.27
H 0.09 0.12 0.12
H -0.50 -0.26 0.26
H 0.12 0.20 -0.10
H -0.18 0.03 0.15
H 0.30 -0.07 0.31
H -0.21 -0.32 0.26
H -0.24 0.30 -0.47
H -0.51 0.76 -0.37
H 0.06 -0.48 -0.40
H 0.14 0.03 -0.21
H 0.03 0.15 0.11
H -0.23 -0.01 0.08
H -0.24 0.00 0.50
H -0.12 -0.10 0.14
H -0.12 0.32 0.21
H -0.20 -0.19 -0.03
H 0.03 -0.20 0.18
H -0.07 0.13 0.04
H 0.02 -0.06 0.21
H -0.28 0.00 -0.03
H 0.01 0.19 0.01
H -0.35 0.86 -0.32
H 0.26 0.27 0.13
H 0.05 -0.02 -0.08
H -0.04 0.06 -0.18
H -0.10 -0.06 -0.01
H 0.06 -0.04 -0.36
H 0.22 -0.11 0.02
H -0.14 -0.06 0.15
H -0.19 0.05 -0.25
H 0.18 -0.19 -0.08
H -0.02 0.36 0.06
H 0.26 0.70 0.00
H 0.13 -0.02 0.09
H 0.13 -0.54 -0.05
H 0.36 0.01 0.06
H -0.02 0.26 0.04
H -0.27 -0.14 -0.12
H -0.13 -0.05 -0.21
H -0.08 -0.15 -0.01
H 0.11 -0.05 0.25
H -0.25 0.24 -0.20
H 0.55 -0.57 -0.20
H 0.00 0.21 0.05
Mg -0.72 0.53 -0.11
C -0.22 -0.12 0.07
O -0.06 0.00 0.06
C -0.01 0.08 0.09
O 0.00 -0.11 -0.10
O 0.05 0.06 0.02
C 0.22 0.10 -0.09
H 0.09 0.14 0.06
H 0.09 -0.06 -0.06
H 0.04 0.00 -0.12
H -0.03 -0.12 -0.02
H -0.08 -0.06 -0.08
H -0.11 0.04 0.14
C -0.04 -0.11 0.07
Cl 0.01 0.02 -0.01
Cl -0.01 0.08 -0.02
Cl 0.00 0.02 -0.01
H 0.01 0.01 -0.01
Cl 0.87 -1.06 1.30
Cl 0.17 -0.13 0.14